[1]
Density functional theory data (wB97M-V/def2-TZVPD) for C6H9ClIrN2O10S2Te as an isolated structure.

The geometry in ORCA input format:
```
! wB97M-V def2-TZVPD RIJCOSX def2/J DEFGRID3
* xyz 0 2
Ir -0.796 0.754 0.429
O -4.145 0.802 -0.235
S -3.395 0.609 0.981
O -4.115 0.389 2.188
O -2.389 1.805 1.133
O -2.328 -0.514 0.740
O 2.379 3.038 -0.979
Cl 2.091 2.064 0.012
O 2.822 2.263 1.213
O 2.264 0.732 -0.485
O 0.610 2.265 0.360
C 0.503 -0.853 4.684
O 0.755 -1.559 3.440
C 0.412 -0.916 2.356
O -0.069 0.218 2.343
N 0.688 -1.585 1.215
N 0.257 -1.021 0.000
H 0.881 -1.512 5.457
H -0.565 -0.686 4.797
H 1.035 0.094 4.681
H 1.004 -2.541 1.246
H -0.499 -1.583 -0.384
H 1.041 -0.907 -0.638
Te -1.681 1.658 -1.782
C -0.421 0.650 -3.082
C -0.268 -0.707 -3.220
C 0.585 -1.056 -4.295
C 1.060 0.041 -4.953
S 0.471 1.490 -4.281
H -0.761 -1.428 -2.580
H 0.834 -2.071 -4.568
H 1.737 0.065 -5.791
*
```

Results
- ⟨S²⟩ = 0.757
- electronic energy (eV) = -74139.6404
- gap between HOMO and LUMO (spin up / spin down) (eV) = 8.7 / 6.8
- energy above the lowest of the compared OMol25 structures with the same formula, charge and spin (eV) = 0.000

[2]
Density functional theory data (wB97M-V/def2-TZVPD) for C4H6O2 in the gas phase.

The geometry in ORCA input format:
```
! wB97M-V def2-TZVPD RIJCOSX def2/J DEFGRID3
* xyz 0 1
O 2.457 -0.622 -0.120
C 1.732 0.092 0.529
C 0.342 0.455 0.087
C -0.400 -0.552 -0.761
C -1.645 0.092 0.468
O -0.516 0.514 1.216
H 2.031 0.530 1.501
H 0.356 1.420 -0.444
H -0.029 -1.597 -0.666
H -0.601 -0.337 -1.809
H -1.626 -0.937 0.082
H -2.062 0.913 -0.120
*
```

Results
- electronic energy (eV) = -8335.3440
- gap between HOMO and LUMO (eV) = 9.6
- energy above the lowest of the compared OMol25 structures with the same formula, charge and spin (eV) = 5.117

[3]
Density functional theory data (wB97M-V/def2-TZVPD) for a 2-piece molecular cluster, C4H8N2 overall.

The geometry in ORCA input format:
```
! wB97M-V def2-TZVPD RIJCOSX def2/J DEFGRID3
* xyz 2 1
C 2.603 0.471 0.096
C 1.110 0.304 0.130
C 3.858 -0.130 -0.021
C -2.782 -0.563 0.708
N 1.835 1.475 0.078
N -3.187 0.069 -0.550
H 3.749 -1.160 0.327
H 4.659 0.377 0.392
H 3.926 -0.049 -1.234
H -3.315 -1.556 0.965
H -2.403 -0.109 1.610
H -2.760 0.949 -0.684
H -4.132 0.456 -0.498
H -3.161 -0.533 -1.319
*
```

Results
- electronic energy (eV) = -7231.9010
- gap between HOMO and LUMO (spin up / spin down) (eV) = 11.3 / 5.5
- energy above the lowest of the compared OMol25 structures with the same formula, charge and spin (eV) = 5.633

[4]
Density functional theory data (wB97M-V/def2-TZVPD) for C5H10O3 as an isolated structure.

The geometry in ORCA input format:
```
! wB97M-V def2-TZVPD RIJCOSX def2/J DEFGRID3
* xyz 0 1
C 1.098 0.664 0.270
C 0.218 1.241 1.364
C 0.790 1.150 -1.358
O -0.335 1.736 -1.494
O 1.594 0.779 -2.166
H -1.212 1.088 -0.871
H 1.421 -0.365 0.416
H 2.045 1.213 0.262
H -0.119 2.245 1.109
H -0.669 0.645 1.571
H 0.775 1.318 2.299
C -0.661 -2.143 0.224
C -0.907 -1.024 -0.722
O -1.716 -0.092 -0.485
H -0.518 -1.135 -1.737
H 0.346 -2.526 0.075
H -1.346 -2.959 -0.014
H -0.803 -1.834 1.257
*
```

Results
- electronic energy (eV) = -11487.7931
- gap between HOMO and LUMO (eV) = 8.7
- energy above the lowest of the compared OMol25 structures with the same formula, charge and spin (eV) = 2.394

Question: The highest electronic energy belongs to which entry?
Answer: C4H8N2

Question: What is the electronic energy in the second record?
Answer: -8335.3440 eV

Question: Which of these has the highest electronic energy?
Answer: C4H8N2

Question: Which value of electronic energy does entry 4 give?
Answer: -11487.7931 eV